1.
The following is a quantum chemistry calculation of a cluster of 9 separate species, C29H43BrFO25S in total at a distorted geometry, from OMol25.

Calculated values
Highest occupied orbital energy, eV: -11.8
Frontier orbital gap, eV: 6.2
Charge: +1
Energy, eV: -165545.656

Last column: Mulliken charge in e.
Element x y z (Å)
O: 4.189 -1.691 2.770  -0.495
C: 2.803 -1.425 2.644  -0.401
C: 1.956 -2.748 2.526  0.242
C: 0.467 -2.302 2.268  -0.530
S: -0.664 -2.547 3.715  0.165
Br: -0.272 -0.869 5.122  0.267
C: -2.343 -2.392 2.981  -0.430
C: -2.664 -0.969 2.434  -0.258
F: -1.736 -0.554 1.483  -0.159
H: 4.636 -0.835 2.798  0.346
H: 2.415 -0.861 3.536  0.307
H: 2.546 -0.811 1.733  0.212
H: 2.291 -3.362 1.650  -0.372
H: 2.072 -3.421 3.416  0.569
H: 0.021 -2.797 1.367  -0.015
H: 0.460 -1.196 2.065  0.477
H: -2.397 -3.151 2.156  0.366
H: -3.075 -2.650 3.792  0.416
H: -2.771 -0.172 3.204  0.293
H: -3.652 -1.035 1.905  0.205
C: -1.601 -2.394 -1.224  0.747
C: -2.202 -2.231 -2.589  -0.485
O: -1.159 -2.690 -3.447  -0.324
C: -0.371 -3.525 -2.723  0.582
O: 0.489 -4.204 -3.180  -0.532
O: -0.693 -3.481 -1.402  -0.344
H: -2.347 -2.632 -0.463  0.054
H: -1.041 -1.515 -0.908  -0.277
H: -3.085 -2.860 -2.737  0.298
H: -2.463 -1.197 -2.809  0.312
C: 1.262 1.713 -2.532  0.969
C: 1.218 2.625 -1.342  -0.364
O: -0.099 2.408 -0.830  -0.403
C: -0.501 1.186 -1.252  0.590
O: -1.484 0.627 -0.864  -0.552
O: 0.353 0.671 -2.166  -0.208
H: 2.259 1.313 -2.715  0.056
H: 0.899 2.194 -3.441  -0.629
H: 1.946 2.348 -0.574  0.182
H: 1.367 3.670 -1.608  0.354
C: 4.882 -2.346 -1.396  -0.359
C: 3.481 -2.116 -0.910  1.072
O: 3.359 -0.692 -0.959  -0.249
C: 4.260 -0.238 -1.867  0.523
O: 4.301 0.882 -2.267  -0.584
O: 5.103 -1.226 -2.257  -0.362
H: 4.989 -3.282 -1.938  0.374
H: 5.617 -2.319 -0.585  0.280
H: 2.730 -2.557 -1.570  0.169
H: 3.321 -2.481 0.098  -0.856
C: 5.622 -6.779 1.297  -0.416
C: 4.515 -6.563 2.293  -0.346
O: 3.840 -5.423 1.761  -0.205
C: 4.102 -5.378 0.434  0.538
O: 3.542 -4.643 -0.322  -0.507
O: 5.061 -6.264 0.087  -0.341
H: 5.887 -7.829 1.186  0.311
H: 6.522 -6.210 1.540  0.262
H: 3.815 -7.401 2.336  0.287
H: 4.888 -6.363 3.297  0.316
C: -1.628 1.383 -6.816  -0.324
C: -0.481 1.870 -7.653  -0.380
O: -0.052 3.037 -6.952  -0.319
C: -0.449 2.903 -5.662  0.715
O: -0.111 3.622 -4.767  -0.598
O: -1.281 1.845 -5.510  -0.304
H: -1.727 0.299 -6.831  0.297
H: -2.581 1.831 -7.108  0.278
H: 0.346 1.156 -7.689  0.267
H: -0.779 2.116 -8.671  0.306
C: -2.167 3.016 6.238  -0.369
C: -2.067 1.735 7.018  0.827
O: -1.751 2.183 8.331  -0.374
C: -2.193 3.466 8.436  0.603
O: -2.236 4.078 9.450  -0.497
O: -2.581 3.952 7.226  -0.341
H: -2.895 2.958 5.428  0.238
H: -1.205 3.336 5.828  0.326
H: -3.013 1.189 7.049  0.002
H: -1.284 1.073 6.639  -0.497
C: 1.050 6.292 -6.472  0.542
C: 0.762 7.335 -5.432  -0.325
O: 0.772 8.544 -6.187  -0.335
C: 0.499 8.219 -7.479  0.628
O: 0.270 9.009 -8.335  -0.518
O: 0.521 6.873 -7.662  -0.319
H: 0.568 5.341 -6.256  -0.451
H: 2.122 6.123 -6.609  0.240
H: -0.224 7.210 -4.976  0.285
H: 1.514 7.361 -4.644  0.296
C: -6.168 0.494 3.577  -0.243
C: -7.425 0.289 4.374  -0.429
O: -6.928 -0.153 5.636  -0.339
C: -5.658 0.298 5.756  0.603
O: -5.021 0.248 6.760  -0.535
O: -5.207 0.819 4.582  -0.200
H: -6.258 1.299 2.850  0.347
H: -5.848 -0.416 3.061  0.171
H: -7.985 1.215 4.519  0.280
H: -8.084 -0.458 3.933  0.308

=====

2.
The following is a quantum chemistry calculation of a structure of composition C29H43Cl7N3O4SiY at a distorted geometry, from OMol25.

Calculated values
Highest occupied orbital energy, eV: -7.4
Frontier orbital gap, eV: 7.4
Energy, eV: -140014.461

Last column: Mulliken charge in e.
Element x y z (Å)
C: 2.664 -2.833 -1.412  -0.672
C: 2.651 -1.873 -2.568  0.323
H: 1.966 -3.670 -1.593  -0.022
H: 2.369 -2.336 -0.484  -0.249
H: 3.682 -3.235 -1.290  0.312
C: 2.893 -2.299 -3.822  -0.089
C: 3.066 -3.718 -4.248  -1.563
H: 3.014 -1.567 -4.615  0.572
H: 2.377 -4.435 -3.777  0.287
H: 4.082 -4.080 -4.053  0.307
H: 2.897 -3.777 -5.328  0.388
Y: 1.103 0.288 0.723  0.493
Cl: 2.749 2.354 0.348  -0.575
C: -0.381 3.090 0.102  -0.944
O: -0.491 1.839 0.273  1.156
N: -1.445 3.876 0.099  0.353
C: -2.743 3.278 0.407  -0.416
C: -1.334 5.327 -0.004  -0.866
H: 0.606 3.555 -0.061  0.353
H: -2.730 2.782 1.389  0.110
H: -3.014 2.536 -0.355  -0.010
H: -3.474 4.087 0.404  0.386
H: -0.637 5.717 0.755  0.331
H: -2.331 5.754 0.137  0.273
H: -0.952 5.602 -0.996  0.336
H: -2.494 1.762 4.356  0.231
H: -0.756 0.859 6.502  0.308
C: -2.631 0.670 4.320  -0.809
C: -1.057 -0.123 6.098  -0.918
N: -1.402 -0.031 4.686  0.278
H: -2.921 0.381 3.307  0.181
C: -0.489 -0.308 3.747  -0.324
O: -0.651 -0.031 2.533  -0.125
H: -0.219 -0.824 6.204  0.326
H: 0.436 -0.800 4.107  0.177
H: -3.411 0.382 5.031  0.404
H: -1.922 -0.491 6.663  0.321
H: -0.578 -4.743 3.441  0.336
H: 0.081 -4.607 -0.384  0.144
C: -1.300 -4.552 2.636  -0.829
C: -0.865 -4.477 0.154  -0.568
N: -0.627 -3.937 1.493  0.219
H: -2.086 -3.890 3.035  0.294
C: 0.115 -2.840 1.685  -0.222
O: 0.431 -2.006 0.793  -0.287
H: -1.536 -3.836 -0.428  0.156
H: 0.440 -2.697 2.729  0.312
H: -1.749 -5.496 2.315  0.275
H: -1.343 -5.452 0.283  0.307
O: 1.918 -0.155 -1.054  -0.390
C: 2.495 -0.357 -2.287  -0.178
C: 0.905 -0.185 -4.310  0.291
C: 1.766 0.437 -3.409  -0.166
H: 0.668 -1.239 -4.138  0.634
C: 0.436 0.481 -5.450  -1.032
H: 3.526 0.046 -2.288  0.384
C: 1.942 1.825 -3.523  -0.262
H: -0.203 -0.069 -6.145  0.401
C: 0.825 1.804 -5.690  -0.529
C: 1.535 2.483 -4.691  -0.732
H: 2.434 2.349 -2.695  0.470
H: 0.621 2.261 -6.659  0.395
H: 1.805 3.518 -4.863  0.430
Si: -2.800 -0.883 -2.552  0.646
Cl: -1.446 -2.379 -2.876  -0.265
C: -3.759 -0.768 -4.172  -1.190
C: -1.848 0.778 -2.610  -0.563
C: -3.079 -1.206 -0.727  -0.296
H: -3.803 0.288 -4.471  0.339
H: -4.768 -1.171 -4.172  0.364
H: -3.191 -1.296 -4.936  0.308
H: -2.248 -1.797 -0.308  -0.409
H: -4.026 -1.720 -0.527  0.481
H: -3.081 -0.266 -0.166  0.124
H: -1.646 1.065 -3.650  0.328
H: -0.881 0.687 -2.093  -0.280
H: -2.412 1.577 -2.125  0.285
Cl: 3.136 -0.546 2.665  -0.252
C: 2.763 0.966 3.470  1.359
C: 1.654 1.652 3.062  -1.030
C: 1.260 2.802 3.685  0.207
Cl: -0.269 3.519 3.324  -0.243
C: 2.089 3.394 4.670  -0.061
Cl: 1.646 4.875 5.394  -0.217
C: 3.247 2.698 5.092  0.452
Cl: 4.211 3.352 6.331  -0.211
C: 3.597 1.461 4.498  -0.131
Cl: 4.928 0.547 5.059  -0.220

=====

3.
The following is a quantum chemistry calculation of a cluster of 2 separate species, C29H43ClN2O8 in total at a distorted geometry, from OMol25.

Calculated values
SMILES: CCCCCCCCCc1cc2c(cc1CCCOC(C)=O)C(=O)C(Cl)=C(COCOCCO)C2=O.NC(N)=O
Highest occupied orbital energy, eV: -9.3
Frontier orbital gap, eV: 7.6
Energy, eV: -62643.658

Last column: Mulliken charge in e.
Element x y z (Å)
C: -7.472 3.057 1.010  -1.152
C: -5.877 3.317 1.096  0.278
C: -5.287 4.169 -0.126  -0.511
C: -4.755 3.305 -1.369  -0.918
C: -3.861 2.028 -0.981  -0.504
C: -2.602 2.343 -0.033  -0.683
C: -2.714 1.791 1.470  -0.637
C: -3.256 0.285 1.610  -0.719
C: -2.340 -0.685 2.500  -0.536
C: -1.183 -1.398 1.666  1.244
C: -0.859 -0.939 0.209  -0.410
C: 0.292 -1.590 -0.637  -0.130
C: 1.120 -2.741 0.000  0.331
C: 0.789 -3.200 1.437  -1.086
C: -0.363 -2.568 2.292  0.449
C: -0.594 -3.186 3.743  -0.827
C: -0.495 -2.130 4.950  -0.582
C: 0.729 -1.095 4.807  -0.054
O: 1.292 -0.928 6.141  -0.315
C: 2.324 0.071 6.150  0.635
C: 1.995 1.645 5.940  -0.769
O: 3.495 -0.342 6.347  -0.542
C: 2.261 -3.388 -0.926  0.140
O: 3.269 -3.902 -0.383  -0.621
C: 2.025 -3.280 -2.507  0.062
Cl: 2.787 -4.630 -3.512  -0.215
C: 1.258 -2.234 -3.109  0.433
C: 0.994 -2.146 -4.703  -0.855
O: 1.340 -0.856 -5.258  -0.311
C: 2.243 -0.971 -6.371  -0.364
O: 3.602 -1.066 -5.836  -0.326
C: 4.329 0.155 -6.159  -0.292
C: 5.688 0.215 -5.280  -0.380
O: 5.733 1.530 -4.626  -0.525
C: 0.605 -1.131 -2.130  0.414
O: 0.335 0.016 -2.580  -0.563
H: -7.735 2.366 1.901  0.330
H: -8.087 4.012 1.181  0.323
H: -7.783 2.482 0.072  0.265
H: -5.394 2.297 1.257  -0.387
H: -5.718 3.954 2.048  0.246
H: -4.461 4.908 0.156  0.343
H: -6.164 4.812 -0.527  0.333
H: -5.653 2.911 -1.986  0.329
H: -4.170 3.982 -2.103  0.317
H: -3.427 1.624 -1.976  0.252
H: -4.571 1.221 -0.598  0.422
H: -2.537 3.498 0.043  0.430
H: -1.623 2.037 -0.569  0.384
H: -1.633 1.784 1.891  0.290
H: -3.281 2.535 2.151  0.306
H: -4.291 0.350 2.126  0.363
H: -3.468 -0.226 0.594  0.432
H: -1.992 -0.123 3.430  0.175
H: -3.035 -1.530 2.881  0.354
H: -1.440 -0.111 -0.324  -0.028
H: 1.381 -4.062 1.889  0.217
H: -1.648 -3.659 3.811  0.297
H: 0.194 -4.004 3.964  0.309
H: -1.511 -1.606 5.123  0.266
H: -0.309 -2.738 5.916  0.410
H: 0.265 -0.080 4.496  0.018
H: 1.497 -1.440 4.026  0.260
H: 2.877 2.283 6.283  0.291
H: 1.772 1.799 4.821  0.228
H: 1.084 1.879 6.605  0.293
H: 1.562 -2.957 -5.280  0.421
H: -0.133 -2.316 -4.884  0.269
H: 2.031 -1.849 -7.069  0.314
H: 2.244 -0.023 -7.034  0.363
H: 4.545 0.135 -7.294  0.253
H: 3.728 1.095 -5.914  0.365
H: 6.580 0.102 -5.986  0.229
H: 5.638 -0.641 -4.521  0.221
H: 6.127 2.149 -5.277  0.304
C: 5.373 -0.383 0.252  0.617
O: 5.750 0.588 0.891  -0.675
N: 5.049 -1.563 0.836  -0.281
N: 5.244 -0.366 -1.099  -0.250
H: 4.737 -2.372 0.328  0.160
H: 5.131 -1.617 1.838  0.194
H: 5.474 0.494 -1.571  0.116
H: 4.935 -1.153 -1.641  0.155